[1]
This record from the Open Molecules 2025 dataset describes a cluster of 2 separate species, CH2NO3 in total at a distorted geometry. The level of theory is ωB97M-V/def2-TZVPD.

Structure (XYZ):
```
7
Properties=species:S:1:pos:R:3
C 1.647 -0.249 0.275
N -1.222 0.005 0.556
O 1.681 -1.348 0.645
O 1.819 0.833 -0.107
O -1.355 0.472 -0.868
H -1.799 -0.881 0.441
H -0.772 1.169 -0.943
```

largest force on an atom	3.007	eV Å⁻¹
energy relative to the best compared isomer or geometry (same formula, charge and spin)	38.7	kcal per mole
charge	-1
calculated total energy	-319.72228	a.u.
multiplicity	1
HOMO	-0.0283	Ha

---

[2]
This record from the Open Molecules 2025 dataset describes a cluster of 2 separate species, CH2NO3P in total at a distorted geometry. The level of theory is ωB97M-V/def2-TZVPD.

Structure (XYZ):
```
8
Properties=species:S:1:pos:R:3
C -0.320 0.375 -0.234
N 2.843 -0.411 0.130
O -2.877 0.755 -0.391
O 0.073 1.384 0.273
O -2.282 -1.662 -0.386
P -2.073 -0.336 0.292
H 1.970 -0.803 0.201
H 2.666 0.699 0.115
```

largest force on an atom	6.457	eV Å⁻¹
energy relative to the best compared isomer or geometry (same formula, charge and spin)	92.8	kcal per mole
charge	-2
calculated total energy	-661.03558	a.u.
multiplicity	1
HOMO (alpha / beta)	0.0647 / 0.0647	Ha

---

[3]
This record from the Open Molecules 2025 dataset describes an isolated molecule of CH2NO3PS at a distorted geometry. The level of theory is ωB97M-V/def2-TZVPD.

Structure (XYZ):
```
9
Properties=species:S:1:pos:R:3
C -1.388 -0.989 -0.058
N -1.103 -2.144 0.198
O 1.349 0.263 1.182
O 0.983 0.827 -1.279
O 0.222 2.583 0.493
P 0.573 1.139 0.254
S -1.353 0.484 -0.576
H -1.010 -2.428 1.102
H 1.727 0.266 -1.317
```

largest force on an atom	4.715	eV Å⁻¹
energy relative to the best compared isomer or geometry (same formula, charge and spin)	39.0	kcal per mole
charge	0
calculated total energy	-1059.34374	a.u.
multiplicity	1
HOMO	-0.3895	Ha